60
Properties=species:S:1:pos:R:3:nbo_charge:R:1 method="wB97M-V/def2-TZVPD" gap_ev=6.0 e_homo_ev=-7.973 e_tot_ev=-92045.947 largest_force_ev_per_a=1.18
Rh -0.84 0.37 -0.49 1.35
O 2.09 -5.75 -1.10 -0.71
C 2.57 -4.71 -1.56 0.71
O 3.62 -4.48 -2.19 -0.71
C 1.76 -3.45 -1.21 0.01
C 0.91 -3.41 -0.12 -0.21
C 0.19 -2.27 0.20 0.03
N 0.30 -1.19 -0.57 -0.36
C 1.10 -1.19 -1.66 0.04
C 1.85 -2.29 -1.98 -0.17
C 1.06 0.08 -2.48 0.75
O 1.81 0.32 -3.39 -0.56
O 0.12 0.94 -2.08 -0.66
H 0.81 -4.31 0.48 0.27
H -0.45 -2.20 1.06 0.23
H 2.52 -2.27 -2.83 0.28
F -3.87 -2.32 -0.59 -0.28
C -3.69 -1.02 -0.58 0.73
F -4.68 -0.40 -1.16 -0.28
F -2.56 -0.78 -1.35 -0.33
S -3.39 -0.43 1.19 2.25
O -1.92 -0.35 1.18 -0.96
O -3.97 -1.39 2.04 -0.84
N -4.05 0.98 1.31 -1.17
S -3.20 2.20 0.75 2.23
O -2.42 2.91 1.71 -0.88
O -2.55 1.81 -0.51 -0.98
C -4.55 3.34 0.21 0.76
F -3.97 4.42 -0.31 -0.30
F -5.30 2.75 -0.70 -0.29
F -5.28 3.68 1.25 -0.29
C 3.44 0.96 -0.02 -0.41
N 2.77 2.25 -0.25 -0.82
C 3.17 2.92 -1.48 -0.41
P 1.37 2.55 0.54 2.48
O 0.45 1.31 0.61 -1.01
N 0.64 3.87 -0.08 -0.82
C -0.14 3.92 -1.32 -0.40
C 0.93 5.19 0.47 -0.39
N 1.75 2.81 2.10 -0.81
C 0.74 2.72 3.15 -0.41
C 3.07 3.21 2.57 -0.40
H 3.26 0.27 -0.84 0.21
H 3.09 0.51 0.91 0.22
H 4.52 1.12 0.06 0.21
H 2.88 2.34 -2.36 0.22
H 4.25 3.05 -1.48 0.20
H 2.71 3.91 -1.53 0.21
H -0.77 3.05 -1.45 0.23
H 0.50 4.01 -2.20 0.20
H -0.79 4.79 -1.27 0.21
H 1.58 5.12 1.33 0.21
H 0.00 5.67 0.78 0.21
H 1.41 5.82 -0.28 0.19
H -0.19 2.34 2.76 0.24
H 0.56 3.71 3.59 0.19
H 1.09 2.06 3.94 0.20
H 3.76 3.30 1.74 0.22
H 3.46 2.47 3.28 0.20
H 3.01 4.17 3.09 0.19

42
Properties=species:S:1:pos:R:3:nbo_charge:R:1 method="wB97M-V/def2-TZVPD" gap_ev=8.6 relative_energy_kcal_mol=29.6 e_homo_ev=-8.268 smiles="CCCCC(=O)NC(=S)NNC(=O)CCc1ccccc1" e_tot_ev=-35297.025 largest_force_ev_per_a=0.69
C 2.41 2.39 1.17 -0.61
C 3.69 2.67 0.39 -0.39
C 3.66 2.14 -1.04 -0.39
C 3.67 0.60 -1.12 -0.50
C 2.29 0.02 -0.90 0.72
O 1.31 0.46 -1.48 -0.64
N 2.28 -1.05 -0.05 -0.65
C 1.29 -1.88 0.50 0.26
N 0.05 -1.96 0.05 -0.39
N -0.58 -1.31 -1.00 -0.48
C -1.92 -1.50 -1.11 0.67
O -2.50 -2.32 -0.43 -0.62
C -2.58 -0.64 -2.17 -0.49
H -3.64 -0.86 -2.14 0.24
H -2.19 -0.91 -3.15 0.23
C -2.33 0.86 -1.91 -0.44
C -2.52 1.18 -0.45 0.06
C -3.78 1.13 0.13 -0.23
C -3.95 1.36 1.48 -0.20
C -2.85 1.64 2.28 -0.22
C -1.59 1.70 1.71 -0.19
C -1.43 1.47 0.36 -0.26
H -0.44 1.52 -0.08 0.22
H -0.73 1.92 2.33 0.21
H -2.98 1.82 3.33 0.21
H -4.94 1.32 1.91 0.21
H -4.64 0.91 -0.49 0.21
H -3.03 1.44 -2.51 0.22
H -1.32 1.13 -2.21 0.21
H -0.06 -0.52 -1.40 0.44
H -0.60 -2.58 0.54 0.46
S 1.78 -2.82 1.77 -0.24
H 3.16 -1.27 0.40 0.44
H 3.97 0.31 -2.13 0.25
H 4.39 0.19 -0.42 0.21
H 4.54 2.51 -1.57 0.21
H 2.77 2.51 -1.56 0.22
H 4.54 2.24 0.92 0.19
H 3.84 3.75 0.35 0.21
H 2.27 1.32 1.33 0.20
H 1.55 2.78 0.64 0.21
H 2.46 2.86 2.15 0.22

45
Properties=species:S:1:pos:R:3:mulliken_spin:R:1 method="wB97M-V/def2-TZVPD" gap_ev="3.6 / 4.3" charge=+1 relative_energy_kcal_mol=87.6 e_homo_ev="-10.190 / -10.196" e_tot_ev=-41962.476 largest_force_ev_per_a=3.36 multiplicity=2
Ru -1.07 -0.89 0.14 1.18
C 1.49 -0.83 2.64 0.00
C 0.00 -0.86 2.49 0.03
C -0.72 -2.03 2.83 -0.03
C -2.11 -2.04 2.82 0.05
C -2.82 -0.90 2.44 -0.01
C -2.13 0.28 2.12 0.00
C -0.73 0.31 2.17 0.00
H 1.74 -0.86 3.70 0.00
H 1.91 0.09 2.22 0.00
H 1.96 -1.69 2.16 0.00
H -0.17 -2.90 3.16 0.00
H -2.64 -2.93 3.13 0.00
H -3.89 -0.90 2.46 0.00
H -2.69 1.19 1.92 0.00
H -0.20 1.25 2.09 0.01
N -3.20 -0.51 -2.64 0.00
C -2.94 0.70 -2.11 0.00
N -3.34 1.79 -2.79 0.00
O -2.29 0.81 -1.05 -0.01
H -3.80 -0.64 -3.43 0.00
H -2.95 -1.32 -2.08 0.00
H -3.90 1.74 -3.62 0.00
H -3.19 2.69 -2.36 0.00
C -1.71 -2.91 -0.54 -0.12
H -1.64 -3.16 -1.60 0.01
H -2.75 -2.99 -0.19 0.00
H -1.09 -3.60 0.03 0.00
N 0.56 -0.83 -1.78 -0.06
C 1.53 0.11 -1.38 -0.03
C 1.12 1.29 -0.76 0.00
C 2.06 2.22 -0.34 0.02
C 3.38 1.94 -0.58 -0.02
C 3.84 0.80 -1.18 0.01
C 2.89 -0.13 -1.59 -0.02
S 4.58 3.28 -0.04 0.00
O 5.85 2.72 -0.41 0.00
O 4.23 3.26 1.36 0.00
O 4.05 4.34 -0.85 -0.01
H 0.98 -1.66 -2.20 0.00
H -0.13 -0.43 -2.41 0.01
H 0.05 1.48 -0.63 -0.03
H 1.78 3.15 0.14 0.00
H 4.89 0.64 -1.34 0.00
H 3.20 -1.04 -2.09 0.00

45
Properties=species:S:1:pos:R:3:nbo_charge:R:1 method="wB97M-V/def2-TZVPD" gap_ev=5.4 relative_energy_kcal_mol=128.4 e_homo_ev=-6.799 e_tot_ev=-32646.775 largest_force_ev_per_a=2.43
C 3.26 -2.12 -2.89 -0.62
C 1.88 -1.66 -3.26 -0.07
O 1.19 -1.29 -2.05 -0.55
C -0.05 -0.81 -2.35 0.81
N -0.92 -0.68 -1.34 -0.59
N -0.40 -0.26 -0.01 -0.37
C -1.19 -1.19 0.82 0.92
O -2.35 -1.42 0.69 -0.58
O -0.46 -1.77 1.87 -0.52
C -1.38 -2.43 2.82 -0.07
C -0.55 -3.01 3.94 -0.63
O -0.47 -0.63 -3.50 -0.70
H 3.82 -2.19 -3.82 0.21
H 3.79 -1.43 -2.21 0.20
H 3.24 -3.12 -2.42 0.21
H 1.94 -0.78 -3.91 0.18
H 1.33 -2.45 -3.78 0.19
H -2.11 -1.70 3.23 0.17
H -1.92 -3.22 2.28 0.20
H -1.21 -3.38 4.72 0.21
H 0.03 -3.86 3.57 0.22
H 0.13 -2.28 4.38 0.21
C 2.22 2.28 -3.54 -0.63
C 2.27 2.00 -2.05 -0.07
O 0.85 1.78 -1.73 -0.49
C 0.58 1.69 -0.42 0.82
C -0.84 1.24 -0.16 0.02
N -1.51 1.56 1.06 -0.28
C -0.77 1.58 2.21 0.08
C -1.43 1.59 3.43 -0.22
C -2.82 1.66 3.46 -0.12
C -3.51 1.76 2.26 -0.23
C -2.84 1.76 1.06 0.11
O 1.40 1.88 0.45 -0.62
H 3.23 2.27 -3.95 0.21
H 1.59 1.57 -4.07 0.24
H 1.82 3.28 -3.68 0.21
H 2.81 1.06 -1.78 0.21
H 2.66 2.85 -1.48 0.20
H -1.49 1.50 -0.99 0.26
H 0.30 1.55 2.10 0.29
H -0.82 1.52 4.32 0.25
H -3.35 1.66 4.40 0.24
H -4.61 1.82 2.22 0.25
H -3.34 1.82 0.09 0.25

46
Properties=species:S:1:pos:R:3:nbo_charge:R:1 method="wB97M-V/def2-TZVPD" gap_ev=7.4 charge=+1 relative_energy_kcal_mol=7.6 e_homo_ev=-10.358 e_tot_ev=-49367.666 largest_force_ev_per_a=0.50
Pt -0.65 0.45 -0.35 0.65
N -7.13 -4.02 -1.77 -0.78
C -5.91 -3.46 -2.03 0.22
C -4.77 -4.27 -2.19 -0.28
C -3.54 -3.70 -2.44 -0.14
C -3.42 -2.32 -2.53 -0.38
C -4.54 -1.50 -2.37 -0.17
C -5.77 -2.07 -2.12 -0.27
S -1.85 -1.62 -2.77 2.34
O -1.99 -0.35 -3.43 -0.96
O -0.97 -2.61 -3.28 -0.91
N -1.33 -1.21 -1.23 -0.87
C -0.58 -2.06 -0.47 0.58
N 0.15 -1.30 0.38 -0.55
C 1.06 -1.89 1.15 0.12
C 1.20 -3.26 1.11 -0.34
C 0.34 -3.96 0.26 0.14
N -0.56 -3.38 -0.52 -0.45
H -7.24 -5.01 -1.80 0.40
H -7.96 -3.46 -1.76 0.40
H -4.87 -5.34 -2.14 0.22
H -2.66 -4.32 -2.56 0.25
H -4.45 -0.43 -2.47 0.23
H -6.65 -1.44 -2.02 0.22
H 1.64 -1.26 1.81 0.22
H 1.93 -3.76 1.72 0.25
H 0.38 -5.04 0.23 0.22
C -0.47 3.46 1.81 -0.73
C 0.63 2.47 1.75 0.67
C 1.82 2.58 2.65 -0.72
O 0.61 1.51 0.98 -0.60
H -0.22 4.32 2.41 0.25
H -1.35 2.96 2.24 0.27
H -0.73 3.76 0.80 0.24
H 1.86 3.53 3.17 0.24
H 2.73 2.43 2.08 0.26
H 1.76 1.78 3.39 0.26
C -0.88 3.57 -2.38 -0.88
Te -2.17 2.02 -1.70 0.88
C -3.15 3.19 -0.22 -0.90
H -1.46 4.25 -2.99 0.24
H -0.11 3.10 -2.99 0.25
H -0.43 4.09 -1.54 0.22
H -2.53 4.00 0.13 0.22
H -3.42 2.53 0.61 0.24
H -4.06 3.59 -0.66 0.24

45
Properties=species:S:1:pos:R:3:nbo_charge:R:1 method="wB97M-V/def2-TZVPD" gap_ev=8.1 relative_energy_kcal_mol=168.7 e_homo_ev=-8.769 e_tot_ev=-40319.360 largest_force_ev_per_a=2.30
C -5.20 -1.25 0.75 -0.61
C -3.65 -0.93 0.85 -0.45
C -2.90 -1.82 1.89 -0.06
O -1.94 -2.73 1.32 -0.52
C -0.90 -2.03 0.75 0.35
C 0.05 -1.37 1.49 -0.09
C 0.08 -1.36 3.02 -0.52
C 1.51 -1.51 3.60 0.14
N 1.66 -1.46 4.86 -0.60
C 1.10 -0.61 0.78 -0.14
C 1.16 -0.56 -0.59 -0.05
C 2.28 0.30 -1.23 -0.51
C 2.44 1.61 -0.43 0.33
C 1.25 2.47 0.01 -0.69
N 3.61 2.05 -0.15 -0.64
C 0.22 -1.27 -1.43 0.17
N 0.14 -1.34 -2.75 -0.61
S -1.19 -2.27 -3.05 0.91
N -1.66 -2.61 -1.54 -0.59
C -0.82 -2.00 -0.69 0.04
H -5.42 -1.60 -0.27 0.21
H -5.49 -2.03 1.47 0.20
H -5.73 -0.30 0.89 0.21
H -3.51 0.13 1.17 0.20
H -3.26 -1.00 -0.17 0.23
H -3.64 -2.45 2.43 0.19
H -2.46 -1.16 2.65 0.17
H -0.51 -2.19 3.45 0.26
H -0.38 -0.42 3.38 0.24
H 2.34 -1.68 2.88 0.16
H 2.66 -1.60 5.04 0.34
H 1.85 -0.09 1.38 0.21
H 1.89 0.61 -2.23 0.24
H 3.21 -0.28 -1.31 0.23
H 0.38 2.37 -0.66 0.24
H 1.54 3.52 0.16 0.24
H 0.90 2.08 0.99 0.23
H 4.29 1.38 -0.53 0.32
C 2.57 3.66 -3.92 -0.49
N 1.29 2.93 -4.16 0.54
O 1.10 2.48 -5.27 -0.36
O 0.53 2.84 -3.22 -0.39
H 3.14 3.66 -4.84 0.23
H 2.31 4.67 -3.62 0.24
H 3.10 3.14 -3.13 0.24

39
Properties=species:S:1:pos:R:3:nbo_charge:R:1 method="wB97M-V/def2-TZVPD" gap_ev=8.1 relative_energy_kcal_mol=298.7 e_homo_ev=-8.278 smiles="CCCCOc1ccccc1NC(=O)C=C(C)C" e_tot_ev=-21468.742 largest_force_ev_per_a=17.80
C -4.88 -2.56 0.08 -0.64
C -4.57 -1.16 -0.56 -0.36
C -3.09 -0.68 -0.70 -0.42
C -2.50 -0.69 0.66 -0.05
O -1.22 -0.33 0.44 -0.50
C -1.10 1.10 0.40 0.30
C -2.12 2.03 0.50 -0.26
C -1.73 3.50 -0.03 -0.24
C -0.45 3.87 -0.22 -0.19
C 0.65 2.84 -0.12 -0.26
C 0.24 1.76 0.14 0.15
N 1.14 0.63 0.06 -0.60
C 2.62 0.42 -0.12 0.67
O 3.22 1.73 -0.19 -0.71
C 3.22 -0.75 -0.01 -0.46
C 4.46 -1.05 0.14 0.26
C 5.05 -2.59 0.22 -0.65
H 4.15 -3.17 0.43 0.22
H 5.64 -2.64 -0.79 0.24
H 5.68 -2.45 1.12 0.23
C 5.56 -0.03 -0.35 -0.68
H 6.22 0.05 0.70 0.19
H 6.11 -0.16 -1.13 0.21
H 5.13 1.03 -0.16 0.30
H 2.53 -1.37 0.07 0.20
H 0.91 -0.34 0.34 0.39
H 1.65 2.98 -0.29 0.29
H -0.10 5.04 -0.35 0.23
H -2.57 4.19 0.20 0.22
H -3.03 1.86 0.58 0.17
H -3.15 0.06 1.33 0.18
H -2.46 -1.67 1.01 0.20
H -2.68 -1.47 -1.25 0.20
H -3.18 0.07 -1.20 0.20
H -5.20 -1.16 -1.55 0.21
H -5.19 -0.23 0.11 0.16
H -5.96 -2.81 -0.20 0.22
H -4.59 -2.61 1.29 0.21
H -4.40 -3.24 -0.58 0.20

39
Properties=species:S:1:pos:R:3:nbo_charge:R:1 method="wB97M-V/def2-TZVPD" gap_ev=9.3 relative_energy_kcal_mol=9.9 e_homo_ev=-8.442 smiles="CCOC(=O)CN1CCC(c2ccccc2)CC1" e_tot_ev=-21481.267 largest_force_ev_per_a=0.51
C -4.46 -2.13 1.08 -0.63
C -4.58 -1.66 -0.36 -0.08
H -5.42 -0.96 -0.46 0.20
H -4.71 -2.50 -1.05 0.19
O -3.39 -1.00 -0.79 -0.51
C -3.24 0.29 -0.46 0.79
O -4.06 0.91 0.16 -0.59
C -1.94 0.83 -1.02 -0.32
N -1.28 1.66 -0.03 -0.43
C -0.85 0.94 1.15 -0.22
C 0.40 0.07 0.93 -0.41
H 0.17 -0.73 0.22 0.20
H 0.69 -0.39 1.87 0.22
C 1.54 0.93 0.39 -0.25
C 2.78 0.12 0.13 -0.02
C 2.78 -0.93 -0.79 -0.17
C 3.92 -1.67 -1.03 -0.22
C 5.09 -1.38 -0.34 -0.22
C 5.11 -0.35 0.58 -0.20
C 3.96 0.39 0.81 -0.21
H 3.98 1.20 1.53 0.21
H 6.01 -0.12 1.12 0.21
H 5.98 -1.96 -0.52 0.21
H 3.90 -2.48 -1.75 0.21
H 1.88 -1.16 -1.34 0.20
C 1.07 1.67 -0.88 -0.41
C -0.20 2.47 -0.56 -0.21
H -0.55 2.98 -1.46 0.20
H 0.03 3.23 0.19 0.19
H 0.87 0.95 -1.67 0.20
H 1.86 2.34 -1.23 0.22
H 1.78 1.69 1.14 0.20
H -1.68 0.33 1.51 0.20
H -0.63 1.69 1.92 0.20
H -2.20 1.46 -1.87 0.23
H -1.34 -0.02 -1.38 0.19
H -5.36 -2.69 1.35 0.22
H -4.36 -1.28 1.74 0.22
H -3.60 -2.78 1.19 0.21

40
Properties=species:S:1:pos:R:3:nbo_charge:R:1 method="wB97M-V/def2-TZVPD" gap_ev=8.9 relative_energy_kcal_mol=28.5 e_homo_ev=-8.197 smiles="O=C(OCCCN1CCCCC1)c1ccc(O)cc1" e_tot_ev=-23528.855 largest_force_ev_per_a=0.58
O -2.25 -2.08 -0.21 -0.61
C -2.52 -0.95 0.14 0.79
O -1.62 -0.07 0.60 -0.51
C -0.27 -0.53 0.68 -0.08
C 0.44 -0.42 -0.67 -0.43
C 1.92 -0.77 -0.52 -0.22
N 2.58 0.14 0.39 -0.47
C 3.62 -0.45 1.21 -0.21
C 4.92 -0.71 0.45 -0.42
C 5.43 0.59 -0.16 -0.40
C 4.34 1.21 -1.03 -0.42
C 3.05 1.37 -0.22 -0.22
H 2.25 1.77 -0.85 0.20
H 3.22 2.09 0.59 0.19
H 4.15 0.56 -1.89 0.19
H 4.65 2.18 -1.41 0.21
H 6.33 0.42 -0.75 0.21
H 5.68 1.29 0.65 0.19
H 4.74 -1.44 -0.34 0.19
H 5.67 -1.13 1.13 0.21
H 3.24 -1.37 1.65 0.20
H 3.82 0.25 2.03 0.19
H 2.38 -0.78 -1.52 0.18
H 2.00 -1.78 -0.12 0.20
H -0.03 -1.11 -1.37 0.22
H 0.32 0.59 -1.05 0.20
H -0.26 -1.56 1.03 0.19
H 0.22 0.12 1.41 0.21
C -3.89 -0.39 0.10 -0.21
C -4.93 -1.20 -0.34 -0.12
C -6.22 -0.72 -0.39 -0.31
C -6.49 0.59 0.00 0.33
C -5.45 1.41 0.44 -0.28
C -4.16 0.93 0.49 -0.13
H -3.36 1.56 0.83 0.23
H -5.69 2.42 0.74 0.23
O -7.75 1.10 -0.02 -0.66
H -8.37 0.44 -0.34 0.48
H -7.03 -1.36 -0.73 0.21
H -4.70 -2.21 -0.64 0.24

42
Properties=species:S:1:pos:R:3:nbo_charge:R:1 method="wB97M-V/def2-TZVPD" gap_ev=9.0 relative_energy_kcal_mol=22.8 e_homo_ev=-8.404 smiles="CCCCNC(=O)COC(=O)c1ccc(SC)cc1OC" e_tot_ev=-36411.468 largest_force_ev_per_a=0.73
C -2.84 -2.41 -1.23 -0.61
C -4.07 -2.89 -0.46 -0.40
C -4.05 -2.51 1.02 -0.40
H -4.77 -3.14 1.55 0.21
H -3.06 -2.71 1.44 0.19
C -4.43 -1.06 1.31 -0.23
N -3.44 -0.11 0.85 -0.61
C -3.73 0.92 0.05 0.65
O -4.84 1.20 -0.34 -0.62
C -2.52 1.77 -0.35 -0.17
H -2.59 2.74 0.17 0.21
H -2.55 1.98 -1.42 0.23
O -1.30 1.12 0.00 -0.53
C -0.17 1.66 -0.52 0.80
O -0.17 2.66 -1.18 -0.59
C 1.00 0.80 -0.22 -0.31
C 0.81 -0.58 -0.45 -0.13
C 1.85 -1.47 -0.37 -0.27
C 3.13 -1.01 -0.06 -0.13
C 3.33 0.32 0.21 -0.32
C 2.28 1.25 0.14 0.45
O 2.65 2.49 0.51 -0.50
C 1.70 3.50 0.77 -0.26
H 2.25 4.28 1.31 0.20
H 0.89 3.14 1.40 0.17
H 1.29 3.92 -0.15 0.21
H 4.29 0.72 0.49 0.22
S 4.41 -2.22 -0.01 0.27
C 5.91 -1.26 0.31 -0.74
H 6.05 -0.52 -0.47 0.22
H 6.73 -1.98 0.28 0.24
H 5.86 -0.80 1.29 0.22
H 1.69 -2.52 -0.56 0.22
H -0.17 -0.92 -0.72 0.22
H -2.48 -0.27 1.11 0.41
H -4.57 -0.93 2.39 0.19
H -5.36 -0.80 0.80 0.23
H -4.96 -2.48 -0.93 0.20
H -4.12 -3.98 -0.54 0.20
H -2.86 -2.80 -2.25 0.21
H -2.81 -1.33 -1.29 0.20
H -1.93 -2.77 -0.75 0.19

57
Properties=species:S:1:pos:R:3:nbo_charge:R:1 method="wB97M-V/def2-TZVPD" gap_ev=7.9 e_homo_ev=-7.582 smiles=FC(F)C(F)(F)COC(F)(F)C(F)F.FC(F)C(F)(F)COC(F)(F)C(F)F.CBP(CC)CC e_tot_ev=-73450.620 largest_force_ev_per_a=1.63
C 1.09 -5.48 -1.61 -0.99
B 0.78 -4.66 -2.94 0.29
P -0.91 -3.84 -3.13 0.47
C -2.15 -4.56 -1.97 -0.68
C -3.27 -3.58 -1.59 -0.60
C -0.75 -2.01 -2.86 -0.65
C 0.07 -1.58 -1.65 -0.62
H 0.80 -4.90 -0.75 0.23
H 2.14 -5.70 -1.57 0.23
H 0.51 -6.39 -1.66 0.25
H 1.57 -4.55 -3.82 -0.06
H -1.68 -4.87 -1.05 0.21
H -2.61 -5.40 -2.43 0.23
H -3.45 -2.87 -2.38 0.20
H -4.17 -4.14 -1.41 0.21
H -3.02 -3.03 -0.70 0.20
H -0.36 -1.60 -3.77 0.23
H -1.75 -1.64 -2.73 0.22
H 0.96 -2.16 -1.51 0.20
H -0.53 -1.65 -0.76 0.20
H 0.39 -0.56 -1.78 0.22
C -0.72 -0.97 5.02 -0.14
C -0.96 0.43 5.60 0.59
C -2.22 1.17 5.14 0.52
F -2.20 1.40 3.81 -0.32
F -2.28 2.37 5.77 -0.32
F 0.13 1.20 5.39 -0.31
F -1.09 0.28 6.95 -0.33
O 0.19 -1.07 3.94 -0.50
C -0.24 -0.89 2.66 0.85
C 0.45 0.31 2.02 0.50
F 0.17 1.44 2.70 -0.32
F -0.02 0.47 0.75 -0.33
F -1.58 -0.80 2.59 -0.32
F 0.12 -1.99 1.96 -0.32
H -0.23 -1.52 5.82 0.23
H -1.65 -1.50 4.82 0.21
H -3.12 0.60 5.39 0.14
H 1.53 0.17 1.99 0.17
C 0.68 3.23 -2.23 -0.14
C 1.71 2.51 -1.35 0.60
C 1.80 2.94 0.11 0.51
F 2.18 4.23 0.22 -0.32
F 2.74 2.18 0.74 -0.33
F 2.93 2.58 -1.94 -0.31
F 1.35 1.19 -1.34 -0.33
O 1.16 4.28 -3.06 -0.51
C 1.26 5.55 -2.57 0.85
C 2.71 6.03 -2.58 0.50
F 3.47 5.23 -1.81 -0.32
F 2.77 7.28 -2.08 -0.32
F 0.70 5.67 -1.35 -0.32
F 0.56 6.35 -3.41 -0.32
H 0.33 2.48 -2.94 0.23
H -0.20 3.53 -1.66 0.21
H 0.84 2.80 0.61 0.15
H 3.10 6.02 -3.60 0.15